No. 1
Entry from OMol25: one molecule with the formula C4H9NO at a distorted geometry (ωB97M-V/def2-TZVPD).

Structure (XYZ):
```
15
C4H9NO (ωB97M-V/def2-TZVPD)
C -0.261 -0.170 -1.088
C 0.366 0.527 0.085
C -0.660 1.346 0.939
C 0.496 -0.345 1.288
H 0.710 -2.015 -1.094
H 0.085 -1.614 -2.511
H -0.567 0.500 -1.890
H -1.207 -0.573 -0.715
H 1.277 1.080 -0.129
H -1.683 1.395 0.539
H -0.331 2.339 1.285
H 1.455 -0.253 1.816
H 0.233 -1.435 1.153
N 0.611 -1.198 -1.719
O -0.522 0.417 2.039
```

The frontier orbital gap is 10.65 eV. The value obtained for the HOMO energy is -9.63 eV. For the LUMO energy, the calculation gives 0.0373 hartree. As for the maximum force: 1.9 eV/A. For the energy above the lowest of the compared OMol25 structures with the same formula, charge and spin, the calculation gives 53.14 kcal per mole. As for the SMILES: NCC1COC1. The total energy comes out at -287.7478 a.u.

Here are the Löwdin charges for atoms 1 to 8, given in e: atom 1 (C): -0.27, atom 2 (C): -0.28, atom 3 (C): -0.14, atom 4 (C): -0.15, atom 5 (H): 0.06, atom 6 (H): 0.07, atom 7 (H): 0.11, atom 8 (H): 0.11

---

No. 2
Entry from OMol25: one molecule with the formula CHCl3O at a distorted geometry (ωB97M-V/def2-TZVPD).

Structure (XYZ):
```
6
CHCl3O (ωB97M-V/def2-TZVPD)
C 0.304 0.243 0.089
O -1.125 -0.136 0.117
Cl 1.127 -0.276 -1.360
Cl 0.230 2.022 0.022
Cl -1.589 -1.756 0.174
H 1.053 -0.098 0.960
```

The frontier orbital gap is 10.60 eV. The value obtained for the HOMO energy is -10.92 eV. For the LUMO energy, the calculation gives -0.0119 hartree. As for the maximum force: 3.0 eV/A. For the energy above the lowest of the compared OMol25 structures with the same formula, charge and spin, the calculation gives 0.00 kcal per mole. As for the SMILES: ClOC(Cl)Cl. The total energy comes out at -1494.4300 a.u.

Löwdin atomic charges, in units of e: atom 1 (C): -1.19, atom 2 (O): -0.74, atom 3 (Cl): 0.58, atom 4 (Cl): 0.59, atom 5 (Cl): 0.65, atom 6 (H): 0.12

---

No. 3
Entry from OMol25: C30H29Br4FeN4O3SSi as an isolated structure (ωB97M-V/def2-TZVPD).

Structure (XYZ):
```
73
C30H29Br4FeN4O3SSi (ωB97M-V/def2-TZVPD)
Fe 0.175 -0.417 0.042
C -2.638 3.019 0.720
C -1.521 2.175 0.199
N -0.686 1.550 0.931
N -0.796 1.655 2.286
C -0.160 0.766 3.097
N -0.230 1.052 4.411
S 0.669 -0.581 2.554
C -1.329 1.941 -1.249
C -1.826 2.768 -2.239
C -1.533 2.477 -3.561
C -0.765 1.370 -3.861
C -0.310 0.581 -2.814
N -0.588 0.866 -1.547
H -3.133 2.497 1.542
H -3.376 3.199 -0.056
H -2.285 3.987 1.087
H -1.227 2.479 2.681
H -0.900 1.715 4.765
H 0.089 0.340 5.044
H -2.413 3.640 -1.987
H -1.903 3.118 -4.351
H -0.514 1.113 -4.880
H 0.297 -0.301 -2.984
Br -2.260 -6.808 -0.397
C -2.120 -4.953 -0.084
C -3.101 -4.276 0.634
Br -4.595 -5.202 1.322
C -2.985 -2.901 0.850
Br -4.268 -1.909 1.816
C -1.906 -2.184 0.347
O -1.709 -0.896 0.499
C -0.890 -2.892 -0.349
O 0.158 -2.162 -0.727
C -1.013 -4.252 -0.569
Br 0.387 -5.083 -1.518
C 4.582 -1.551 0.252
C 4.702 -0.043 0.003
C 4.595 0.704 1.336
C 6.046 0.263 -0.660
Si 3.252 0.474 -1.088
O 1.882 0.126 -0.301
C 3.309 -0.460 -2.722
C 2.597 -1.659 -2.841
C 2.618 -2.396 -4.019
C 3.361 -1.954 -5.103
C 4.084 -0.773 -5.004
C 4.054 -0.036 -3.827
C 3.245 2.349 -1.370
C 2.168 3.080 -0.859
C 2.081 4.457 -1.014
C 3.081 5.145 -1.684
C 4.170 4.447 -2.185
C 4.248 3.069 -2.027
H 5.378 -1.884 0.927
H 4.671 -2.120 -0.677
H 3.624 -1.805 0.710
H 5.409 0.400 2.004
H 3.648 0.483 1.836
H 4.662 1.787 1.199
H 6.865 -0.106 -0.034
H 6.194 1.337 -0.793
H 6.133 -0.221 -1.636
H 2.004 -2.027 -2.010
H 2.050 -3.316 -4.080
H 3.381 -2.527 -6.022
H 4.670 -0.422 -5.844
H 4.621 0.885 -3.784
H 1.391 2.547 -0.325
H 1.233 4.997 -0.608
H 3.019 6.219 -1.807
H 4.964 4.977 -2.697
H 5.122 2.560 -2.413
```

The frontier orbital gap (spin up / spin down) is 6.10 / 6.08 eV. The value obtained for the HOMO energy (spin up / spin down) is -7.15 / -7.19 eV. For the LUMO energy (spin up / spin down), the calculation gives -0.0387 / -0.0411 hartree. As for the maximum force: 0.5 eV/A. For the energy above the lowest of the compared OMol25 structures with the same formula, charge and spin, the calculation gives 0.00 kcal per mole. As for the multiplicity: 6. The total energy comes out at -13852.9295 a.u.

Here are the Löwdin charges for atoms 1 to 8, given in e: atom 1 (Fe): 0.84, atom 2 (C): 0.00, atom 3 (C): -0.24, atom 4 (N): 0.04, atom 5 (N): 0.02, atom 6 (C): -0.79, atom 7 (N): 0.10, atom 8 (S): 0.81

---

No. 4
Entry from OMol25: C21H25F2FeN2O8S2 as an isolated structure (ωB97M-V/def2-TZVPD).

Structure (XYZ):
```
61
C21H25F2FeN2O8S2 (ωB97M-V/def2-TZVPD)
Fe -1.458 -0.185 -1.679
O 3.543 1.984 -1.954
C 2.853 2.690 -2.862
C 3.493 3.768 -3.477
C 2.817 4.558 -4.389
C 1.491 4.286 -4.706
C 0.859 3.208 -4.108
C 1.519 2.390 -3.199
C 0.794 1.224 -2.636
O -0.359 0.936 -3.085
N 1.453 0.515 -1.730
N 0.695 -0.546 -1.345
C 1.209 -1.547 -0.757
C 0.437 -2.759 -0.563
C 0.877 -3.731 0.336
C 0.236 -4.948 0.473
C -0.869 -5.215 -0.337
C -1.322 -4.280 -1.244
C -0.709 -3.011 -1.382
O -1.183 -2.155 -2.236
H 2.875 1.346 -1.542
H 4.519 3.977 -3.200
H 3.326 5.400 -4.846
H 0.954 4.914 -5.406
H -0.174 2.965 -4.323
H 2.264 -1.522 -0.467
H 1.743 -3.503 0.951
H 0.582 -5.675 1.196
H -1.387 -6.164 -0.248
H -2.185 -4.476 -1.869
O -0.761 2.971 -0.286
S -1.820 1.982 -0.161
O -2.777 2.289 0.886
O -1.186 0.601 0.142
O -2.448 1.692 -1.500
C -2.519 -2.250 4.478
C -2.613 -1.507 3.148
C -1.750 -0.248 3.094
S -0.031 -0.658 2.727
O 0.588 -1.222 3.983
C 0.570 1.037 2.590
C 1.965 1.046 1.978
C 2.715 2.334 2.293
H -3.129 -3.157 4.468
H -2.872 -1.617 5.297
H -1.486 -2.524 4.692
H -3.648 -1.224 2.940
H -2.321 -2.169 2.326
H -1.751 0.288 4.049
H -2.076 0.423 2.299
H 0.551 1.459 3.600
H -0.131 1.570 1.951
H 1.860 0.943 0.894
H 2.536 0.182 2.335
H 2.149 3.198 1.940
H 3.692 2.354 1.804
H 2.866 2.445 3.371
F -4.160 -1.361 -2.359
C -3.406 -1.040 -1.225
F -4.250 -0.292 -0.431
H -3.249 -1.990 -0.689
```

The frontier orbital gap (spin up / spin down) is 6.94 / 7.23 eV. The total charge is -2. The value obtained for the HOMO energy (spin up / spin down) is -2.13 / -2.43 eV. For the LUMO energy (spin up / spin down), the calculation gives 0.1765 / 0.1765 hartree. As for the maximum force: 0.5 eV/A. For the energy above the lowest of the compared OMol25 structures with the same formula, charge and spin, the calculation gives 8.38 kcal per mole. As for the multiplicity: 6. The total energy comes out at -3786.5796 a.u.

Here are the Löwdin charges for atoms 1 to 8, given in e: atom 1 (Fe): 1.03, atom 2 (O): 0.02, atom 3 (C): -0.28, atom 4 (C): -0.04, atom 5 (C): -0.12, atom 6 (C): -0.11, atom 7 (C): -0.02, atom 8 (C): -0.06